1.
# C18H27NO2

The molecule C18H27NO2 (ωB97M-V/def2-TZVPD, OMol25).

Structure (ORCA input):
```
! RIJCOSX wB97M-V def2-TZVPD def2/J DEFGRID3
* xyz 0 1
C -1.004 4.893 -0.634
C -0.072 4.170 0.291
C 0.250 4.683 1.535
C 1.105 3.988 2.377
C 1.653 2.775 2.005
C 1.327 2.253 0.743
C 0.474 2.950 -0.098
H 0.220 2.561 -1.072
O 1.901 1.050 0.440
C 1.627 0.465 -0.814
C 2.337 -0.885 -0.857
C 2.055 -1.622 -2.167
C 0.558 -1.752 -2.428
O 0.002 -1.215 -3.363
N -0.088 -2.519 -1.527
H 0.418 -2.888 -0.739
C -1.531 -2.661 -1.513
C -1.927 -3.996 -0.882
C -1.650 -4.025 0.621
C -2.333 -2.854 1.323
C -1.880 -1.528 0.721
C -2.195 -1.493 -0.771
H -3.275 -1.559 -0.917
H -1.855 -0.556 -1.214
H -2.385 -0.700 1.221
H -0.806 -1.398 0.878
H -2.105 -2.879 2.391
H -3.416 -2.949 1.210
H -2.011 -4.968 1.035
H -0.574 -3.981 0.810
H -2.995 -4.149 -1.049
H -1.391 -4.807 -1.378
H -1.845 -2.633 -2.563
H 2.486 -1.070 -3.003
H 2.507 -2.616 -2.138
H 2.007 -1.473 0.003
H 3.411 -0.723 -0.746
H 1.987 1.107 -1.629
H 0.545 0.322 -0.940
C 2.579 2.011 2.900
H 3.533 1.849 2.401
H 2.749 2.548 3.829
H 2.160 1.032 3.125
H 1.351 4.400 3.345
H -0.163 5.629 1.852
H -1.966 4.382 -0.673
H -0.601 4.918 -1.645
H -1.172 5.913 -0.298
*
```

Output
Strongest force on any atom, eV/A: 0.67
LUMO, eV: 0.7
Energy relative to the best compared isomer or geometry (same formula, charge and spin), kcal/mol: 0.00

=====

2.
# C18H27NO2P

A cluster of 2 separate species, C18H27NO2P in total at a distorted geometry (ωB97M-V/def2-TZVPD, OMol25).

Structure (ORCA input):
```
! RIJCOSX wB97M-V def2-TZVPD def2/J DEFGRID3
* xyz 1 1
C 4.928 -2.174 1.368
C 5.922 -1.047 1.803
C 5.571 0.472 1.782
C 4.142 0.951 1.324
C 3.872 2.519 1.282
P 2.452 3.127 2.361
C 1.335 1.782 3.066
O 0.033 2.361 3.453
C -0.956 1.414 2.951
C -1.166 0.108 3.802
C -2.175 -0.941 3.288
C -2.947 -0.701 1.938
C -2.753 0.595 1.120
C -1.740 1.667 1.634
C 3.153 -0.167 0.920
C 3.501 -1.676 0.942
H 5.224 -3.287 1.361
H 6.961 -1.374 2.120
H 6.357 1.238 2.099
H 4.832 3.042 1.658
H 3.713 2.898 0.202
H 2.939 4.030 3.383
H 1.616 3.958 1.516
H 1.746 1.308 4.040
H 1.097 0.935 2.342
H -0.599 -0.085 4.783
H -2.346 -1.919 3.871
H -3.664 -1.512 1.558
H -3.288 0.809 0.139
H -1.552 2.634 1.037
H 2.089 0.111 0.576
H 2.696 -2.434 0.640
C -2.834 -1.945 -5.182
C -3.932 -1.631 -4.170
C -3.793 -0.237 -3.524
O -2.788 -0.156 -2.514
C -1.474 0.040 -3.009
N -3.966 -2.695 -3.159
H -1.882 -2.191 -4.707
H -3.117 -2.808 -5.791
H -2.671 -1.102 -5.859
H -4.883 -1.644 -4.713
H -4.736 -0.006 -3.018
H -3.647 0.545 -4.278
H -1.459 0.667 -3.904
H -1.000 -0.922 -3.209
H -0.891 0.537 -2.228
H -4.760 -2.533 -2.541
H -3.157 -2.561 -2.551
*
```

Output
Strongest force on any atom, eV/A: 4.90
LUMO, eV: -3.2
Energy relative to the best compared isomer or geometry (same formula, charge and spin), kcal/mol: 125.62

=====

3.
# C18H27NO3S

The molecule C18H27NO3S at a distorted geometry (ωB97M-V/def2-TZVPD, OMol25).

Structure (ORCA input):
```
! RIJCOSX wB97M-V def2-TZVPD def2/J DEFGRID3
* xyz 0 1
O 1.925 -0.237 -0.985
O 2.970 -2.405 0.670
O -1.327 0.403 0.252
S -3.876 1.111 0.347
C 4.184 1.589 1.290
C 4.841 0.510 1.986
C 3.241 1.285 0.297
C 4.404 -0.815 1.763
C 2.845 -0.033 0.013
C 3.379 -1.091 0.832
N 0.055 -1.867 1.495
C 2.261 -1.212 -1.966
C 2.205 -3.026 1.720
C -3.135 0.130 1.698
C 1.117 -2.240 2.411
C -1.036 -1.137 2.112
C -2.963 2.118 -3.309
C -3.401 0.681 -2.935
C -2.857 3.011 -2.095
C -2.526 0.105 -1.850
C -1.877 2.394 -1.099
C -1.990 -0.588 1.089
C -2.315 1.006 -0.613
H 4.487 2.638 1.467
H 5.606 0.779 2.720
H 2.756 2.078 -0.252
H 4.885 -1.597 2.357
H 0.443 -1.307 0.740
H 1.754 -1.010 -2.865
H 2.017 -2.220 -1.619
H 3.350 -1.211 -2.152
H 2.908 -3.372 2.481
H 1.687 -3.904 1.326
H -2.804 0.843 2.453
H -3.882 -0.560 2.126
H 1.562 -1.345 2.822
H 0.721 -2.869 3.224
H -0.702 -0.323 2.738
H -1.580 -1.825 2.792
H -2.018 2.091 -3.817
H -3.740 2.489 -3.981
H -4.438 0.713 -2.623
H -3.320 0.046 -3.811
H -3.834 3.185 -1.643
H -2.505 4.013 -2.367
H -2.932 -0.846 -1.569
H -1.552 -0.105 -2.240
H -1.725 3.090 -0.274
H -0.931 2.272 -1.605
H -2.337 -1.436 0.451
*
```

Output
Strongest force on any atom, eV/A: 2.11
LUMO, eV: 0.8
Energy relative to the best compared isomer or geometry (same formula, charge and spin), kcal/mol: 0.00

=====

4.
# C18H27NO4

The molecule C18H27NO4 at a distorted geometry (ωB97M-V/def2-TZVPD, OMol25).

Structure (ORCA input):
```
! RIJCOSX wB97M-V def2-TZVPD def2/J DEFGRID3
* xyz 0 1
O 1.300 -2.873 -2.340
O 0.704 2.630 0.505
O 0.275 -1.872 3.582
O 1.519 -0.979 -1.089
C 1.583 -2.312 -1.308
C -1.293 2.428 3.589
C -0.559 2.926 2.546
C -1.408 1.038 3.789
C 0.045 0.693 1.894
C 0.089 2.080 1.613
C -0.731 0.151 2.930
N -2.946 -2.258 -0.023
C 1.964 -3.196 -0.129
C -2.648 -1.633 1.273
C 0.545 2.404 -3.460
C 1.205 1.199 -4.116
C 1.371 1.761 -0.436
C -0.378 2.001 -2.304
C -1.281 -1.982 1.770
C 1.860 0.273 -3.130
C 0.320 1.026 -1.321
C -0.899 -1.312 3.074
C 0.876 -0.164 -2.048
H 0.514 -1.496 4.467
H -1.822 3.070 4.289
H -0.492 3.960 2.334
H -2.037 0.684 4.599
H 0.550 -0.004 1.278
H -2.315 -1.923 -0.753
H -2.875 -3.272 0.048
H 2.883 -2.875 0.286
H 1.215 -3.132 0.658
H 2.151 -4.238 -0.452
H -3.378 -1.964 1.983
H -2.728 -0.548 1.141
H 1.280 3.075 -3.037
H -0.048 3.004 -4.183
H 1.957 1.570 -4.789
H 0.482 0.621 -4.716
H 1.996 1.060 0.130
H 2.062 2.338 -1.024
H -0.634 2.878 -1.745
H -1.295 1.535 -2.682
H -1.250 -3.056 1.936
H -0.568 -1.810 0.961
H 2.734 0.730 -2.642
H 2.177 -0.647 -3.564
H -0.455 0.640 -0.657
H -1.686 -1.506 3.805
H 0.069 -0.724 -2.533
*
```

Output
Strongest force on any atom, eV/A: 2.47
LUMO, eV: 0.7
Energy relative to the best compared isomer or geometry (same formula, charge and spin), kcal/mol: 23.73

=====

5.
# C18H28B3N2O9PS

A cluster of 3 separate species, C18H28B3N2O9PS in total at a distorted geometry (ωB97M-V/def2-TZVPD, OMol25).

Structure (ORCA input):
```
! RIJCOSX wB97M-V def2-TZVPD def2/J DEFGRID3
* xyz 0 1
O 1.993 2.299 1.108
P 1.303 1.568 -0.082
B 0.177 2.810 -1.075
O -0.383 2.344 -2.343
B -0.188 3.405 -3.316
C 0.628 3.162 -4.721
C 2.178 3.637 -4.559
C 2.327 5.175 -4.168
O 1.456 5.999 -4.591
N 3.428 5.759 -3.385
C 4.309 4.735 -2.790
C 3.813 4.081 -1.460
C 4.692 2.970 -0.833
C 5.993 2.589 -1.585
C 6.495 3.239 -2.891
C 5.613 4.360 -3.524
O -0.722 4.716 -2.986
B -0.493 5.048 -1.610
N -0.695 6.490 -1.213
C -0.642 6.596 0.074
S -0.242 6.739 1.686
O -0.120 4.124 -0.561
H 2.295 1.006 -0.975
H 0.498 0.521 0.476
H 0.693 2.011 -4.826
H 0.108 3.619 -5.624
H 2.637 2.904 -3.812
H 2.750 3.482 -5.547
H 3.935 6.455 -3.946
H 2.818 4.447 -1.024
H 4.325 2.469 0.127
H 6.624 1.750 -1.138
H 7.458 2.905 -3.424
H 5.894 4.875 -4.509
O 0.126 -1.741 0.706
C -0.969 -2.225 0.893
O -2.065 -1.445 0.863
C -3.411 -1.939 0.895
C -3.870 -2.180 2.318
C -1.116 -3.677 1.249
H -3.520 -2.822 0.261
H -4.032 -1.160 0.445
H -3.264 -2.942 2.813
H -4.914 -2.502 2.337
H -3.773 -1.266 2.909
H -0.944 -3.803 2.318
H -0.368 -4.246 0.694
H -2.083 -4.100 0.981
O -0.774 -5.762 3.551
C -1.869 -6.240 3.737
O -2.962 -5.456 3.705
C -4.312 -5.944 3.735
C -4.774 -6.182 5.158
C -2.022 -7.693 4.093
H -4.424 -6.827 3.101
H -4.929 -5.163 3.284
H -4.173 -6.946 5.654
H -5.820 -6.498 5.175
H -4.674 -5.268 5.748
H -1.851 -7.819 5.163
H -1.275 -8.265 3.539
H -2.989 -8.114 3.825
*
```

Output
Strongest force on any atom, eV/A: 5.50
LUMO, eV: 0.0

=====

Q: Which value of strongest force on any atom does entry 3 give?
A: 2.11 eV/A